{
  "formula": "C36H68O40P4",
  "method": "ωB97M-V/def2-TZVPD",
  "species": ["C", "O", "P", "O", "O", "C", "O", "C", "H", "H", "H", "H", "H", "H", "H", "H", "H", "C", "O", "P", "O", "O", "C", "O", "C", "H", "H", "H", "H", "H", "H", "H", "H", "H", "C", "O", "P", "O", "O", "C", "O", "C", "H", "H", "H", "H", "H", "H", "H", "H", "H", "C", "O", "P", "O", "O", "C", "O", "C", "H", "H", "H", "H", "H", "H", "H", "H", "H", "O", "C", "O", "C", "C", "O", "H", "H", "H", "H", "O", "C", "O", "C", "C", "O", "H", "H", "H", "H", "O", "C", "O", "C", "C", "O", "H", "H", "H", "H", "O", "C", "O", "C", "C", "O", "H", "H", "H", "H", "O", "C", "O", "C", "C", "O", "H", "H", "H", "H", "O", "C", "O", "C", "C", "O", "H", "H", "H", "H", "O", "C", "O", "C", "C", "O", "H", "H", "H", "H", "O", "C", "O", "C", "C", "O", "H", "H", "H", "H"],
  "xyz": [[2.2438, 6.3593, -5.2253], [1.8282, 5.3316, -4.2882], [2.0294, 3.8327, -4.7290], [3.3871, 3.3674, -5.1135], [1.4775, 3.0414, -3.4897], [0.1951, 3.3280, -2.9356], [0.9918, 3.6038, -5.9686], [1.3689, 2.4336, -6.7214], [1.7425, 7.2459, -4.8383], [1.8411, 6.1253, -6.1894], [3.3174, 6.4091, -5.3003], [0.0356, 4.3386, -2.6730], [0.0643, 2.7430, -2.0210], [-0.6323, 3.0265, -3.5429], [0.7375, 2.4059, -7.5959], [1.1047, 1.5480, -6.1196], [2.4431, 2.5027, -6.9141], [-5.5184, -4.5729, -2.8319], [-5.2120, -5.1241, -1.5858], [-3.8890, -4.7414, -0.8790], [-3.8474, -5.3114, 0.4633], [-3.8042, -3.1759, -0.9981], [-4.3679, -2.3643, 0.0943], [-2.7813, -5.1330, -1.8945], [-1.4191, -4.5520, -1.7667], [-5.0906, -3.5606, -2.9073], [-6.5849, -4.5233, -2.9696], [-5.1112, -5.2270, -3.6020], [-3.7680, -1.4324, 0.0074], [-4.0515, -2.8702, 1.0061], [-5.4155, -2.3714, 0.0204], [-0.6383, -5.2272, -1.4506], [-1.4870, -3.5889, -1.2736], [-1.1537, -4.2633, -2.7775], [3.6022, -0.0276, 2.3542], [3.3253, 0.1077, 3.7776], [3.3972, 1.4740, 4.4546], [4.1947, 2.4257, 3.7463], [3.9659, 1.2644, 5.9134], [3.5377, 0.3231, 6.8952], [1.8655, 1.8560, 4.6080], [1.5487, 2.9346, 5.5881], [3.6786, -1.0755, 2.1058], [4.3446, 0.6683, 2.0496], [2.6668, 0.2994, 1.9544], [2.4620, 0.1800, 7.0253], [3.8544, 0.6531, 7.9092], [3.9719, -0.6460, 6.5951], [1.9951, 2.5495, 6.4866], [0.4913, 3.1442, 5.6991], [2.0543, 3.8210, 5.2358], [-0.0264, -2.7694, 1.4856], [-1.0479, -1.8248, 0.9433], [-0.5059, -0.4174, 0.4660], [-1.5622, 0.3074, -0.2208], [0.1861, 0.3233, 1.7112], [-0.5926, 1.4019, 2.2868], [0.7221, -0.7851, -0.3951], [1.6888, 0.2123, -0.7160], [0.5522, -3.2002, 0.7156], [-0.5762, -3.6382, 1.8585], [0.6276, -2.3478, 2.2710], [-0.4210, 1.4094, 3.3760], [-1.6650, 1.1507, 2.1692], [-0.2480, 2.3738, 1.8965], [1.8128, 0.9794, 0.0640], [1.4181, 0.6622, -1.6460], [2.5932, -0.3093, -0.7676], [-4.0486, 3.2030, 3.2702], [-4.2824, 4.3498, 3.0566], [-3.4412, 5.4164, 3.2326], [-3.9983, 6.6270, 2.6457], [-5.4693, 6.3030, 2.6785], [-5.4712, 4.8606, 2.5383], [-3.6994, 7.5215, 3.2612], [-3.6115, 6.6720, 1.6431], [-6.0058, 6.7117, 1.8500], [-5.9333, 6.5224, 3.6781], [1.5476, -4.9359, -0.8156], [2.5964, -5.4379, -0.5960], [3.2697, -5.2721, 0.6578], [4.5216, -5.8971, 0.5828], [4.5712, -6.6894, -0.7386], [3.3746, -6.2258, -1.3792], [5.3318, -5.1316, 0.5948], [4.7493, -6.5078, 1.4466], [4.5704, -7.7467, -0.5577], [5.4218, -6.4082, -1.4459], [2.0767, -7.9037, 1.2972], [0.9077, -8.0208, 1.1939], [0.1252, -8.8354, 2.0189], [-1.2693, -8.4699, 1.7788], [-1.2072, -7.7638, 0.4068], [0.1739, -7.4246, 0.2488], [-1.9039, -9.3322, 1.6469], [-1.6656, -7.7592, 2.5342], [-1.6413, -6.7931, 0.4638], [-1.5672, -8.3122, -0.4361], [-2.4825, 1.5032, -5.0901], [-2.2200, 0.4492, -4.5476], [-2.1998, -0.7830, -5.1485], [-2.0256, -1.8332, -4.1441], [-1.7803, -1.0379, -2.9047], [-1.9093, 0.3121, -3.2666], [-2.9100, -2.4606, -4.2074], [-1.1829, -2.3922, -4.4515], [-0.7789, -1.0874, -2.4710], [-2.4583, -1.2392, -2.0994], [1.2895, -2.2146, -3.4661], [2.0685, -1.3522, -3.8136], [3.3902, -1.4075, -3.5298], [3.9711, -0.1281, -3.7805], [2.9870, 0.4795, -4.8031], [1.7518, -0.2277, -4.4593], [3.9536, 0.3804, -2.8393], [4.9786, -0.1798, -4.1398], [3.1497, 0.2156, -5.8360], [2.8939, 1.5587, -4.7176], [-1.3216, 1.7568, 6.8556], [-2.0178, 1.1802, 6.1157], [-1.5931, 0.5399, 4.9837], [-2.6762, -0.2971, 4.4660], [-3.9039, 0.2017, 5.1731], [-3.3451, 0.8429, 6.3818], [-2.8044, -0.1925, 3.3747], [-2.4321, -1.3320, 4.7312], [-4.6308, -0.5244, 5.4712], [-4.3993, 0.9463, 4.5581], [2.3465, 3.3910, 0.1792], [3.4127, 3.7906, 0.4665], [4.5181, 3.0132, 0.5313], [5.6771, 3.7729, 0.8391], [5.2566, 5.2353, 0.7340], [3.8313, 5.1235, 0.6100], [5.9181, 3.5165, 1.8837], [6.4468, 3.4992, 0.1919], [5.5335, 5.6448, -0.2305], [5.4915, 5.9115, 1.5489], [-4.3777, 5.8737, -1.1381], [-3.8025, 4.8254, -0.9716], [-4.0729, 3.6916, -1.6598], [-3.2594, 2.6046, -1.1472], [-2.5518, 3.2615, 0.0200], [-2.8410, 4.6740, -0.0956], [-3.9412, 1.7909, -0.9179], [-2.5425, 2.2660, -1.8837], [-1.4821, 3.0915, -0.0196], [-2.8936, 2.9423, 1.0214]],
  "atomic_forces_ev_per_a": [[-0.9, -0.1, 0.6], [0.3, -0.3, -0.5], [0.1, -0.3, -1.1], [-0.7, 1.0, 0.6], [-0.1, 0.1, 0.0], [-0.7, -1.2, 1.0], [0.9, 0.6, 1.3], [-0.5, -0.4, 0.4], [0.5, 0.2, -0.2], [-0.3, -0.1, -0.7], [0.3, 0.2, 0.3], [0.4, 1.3, 0.1], [0.5, 0.0, 0.0], [-0.2, -0.3, -1.0], [0.1, 0.2, -0.4], [0.3, 0.2, -0.3], [-0.4, -0.3, -0.4], [0.4, 0.5, -1.2], [-1.0, -0.8, 0.3], [0.4, 0.0, 0.8], [0.3, 0.0, 0.5], [-0.4, 1.0, 0.7], [3.1, -0.6, -0.3], [1.8, -0.4, -0.3], [-0.9, 0.6, -1.4], [-0.2, -0.3, -0.2], [-0.4, 0.0, 0.2], [0.1, 0.2, -0.2], [-1.2, -0.2, 0.2], [-0.2, 0.2, 0.2], [-1.3, 0.6, -0.2], [-0.4, -0.3, 0.7], [0.2, -0.2, 0.8], [0.1, -0.2, -0.4], [-1.9, 0.2, 0.9], [0.5, -2.4, -0.4], [-1.3, 0.3, 1.5], [1.6, 2.1, -1.3], [-0.3, 0.1, 0.5], [0.2, -0.8, 0.4], [-0.9, 0.5, 0.7], [1.0, -0.9, -1.0], [0.7, -0.2, 0.2], [1.0, 0.1, -0.2], [-0.5, 0.2, -0.9], [-0.2, 0.3, -0.7], [0.4, -0.2, -0.9], [-0.1, 0.3, 0.6], [-0.2, 0.5, 0.8], [-0.1, -0.6, -0.3], [0.2, 0.4, 0.1], [-1.2, -0.1, 0.7], [1.4, -0.7, 0.8], [0.0, -0.2, 0.9], [-0.9, 0.9, -0.1], [-0.7, -0.1, -0.4], [-0.1, -0.1, 1.2], [0.7, -0.5, -0.2], [-0.5, 0.7, 0.8], [0.8, 0.1, -1.2], [-0.2, 0.5, 0.3], [-0.6, 0.2, -0.4], [0.3, -0.1, -0.7], [0.6, 0.8, -0.3], [-0.5, -0.5, -0.2], [-0.4, -0.2, -0.3], [0.0, 0.4, -0.7], [1.5, -0.7, -0.4], [0.0, 0.3, 0.0], [-0.9, 2.5, -0.8], [0.2, -0.8, 0.4], [0.3, -0.1, 1.1], [0.0, -0.7, 1.2], [0.8, -0.8, 0.5], [-0.3, -1.1, -0.6], [0.1, 0.3, -0.5], [-0.5, 0.3, -0.3], [0.3, 0.1, -1.0], [0.3, -0.2, -0.4], [2.0, -0.5, 2.2], [-1.1, -0.1, -1.8], [2.1, 0.6, -0.1], [0.4, 1.7, -0.5], [-1.2, 0.1, -0.4], [-0.6, -0.2, -0.1], [-0.6, -0.3, 0.2], [-0.4, -0.5, -0.2], [-1.0, -0.4, 1.2], [1.0, -0.1, 0.2], [-1.2, -1.0, 0.3], [-0.5, 1.3, -0.8], [0.4, 0.7, -0.9], [0.6, 1.0, 1.1], [0.4, -0.6, 0.2], [0.1, -0.5, 0.6], [0.5, -0.7, -0.2], [-1.2, 0.4, -0.2], [-0.1, -0.5, -0.5], [0.6, -1.7, 0.7], [-0.4, 0.3, -1.3], [-0.3, 0.7, 0.1], [-0.4, 1.0, -1.5], [0.9, -0.2, 1.6], [-0.5, 1.3, 0.0], [-0.2, 0.1, 0.5], [1.0, -0.7, -0.2], [0.0, -0.7, -0.4], [-0.6, -0.2, 0.3], [0.8, 1.1, -0.7], [-0.7, -1.2, 0.9], [0.1, -0.4, -0.2], [-1.2, 0.3, -0.9], [-0.1, -0.6, 0.9], [0.2, 0.4, 0.1], [0.0, 0.7, 0.5], [0.5, -0.4, -0.2], [0.6, -0.1, -0.3], [-0.1, -0.6, 0.2], [0.9, 1.3, 0.8], [-2.0, -2.7, -0.6], [-1.2, 0.1, -0.1], [0.5, -0.4, 0.0], [0.6, 1.4, 0.8], [0.6, 0.2, -1.4], [0.5, 0.0, 0.5], [0.0, 0.2, -0.2], [-0.1, -0.6, 0.3], [-0.1, 0.4, 0.2], [-1.3, 0.1, 0.2], [3.0, 1.6, -0.4], [-0.5, -0.1, -0.3], [-0.7, 0.2, 2.6], [-1.1, -0.6, -1.2], [-1.7, -1.2, 0.4], [0.2, 0.1, -0.4], [1.2, -0.4, -1.1], [0.6, 0.4, 0.0], [0.1, -0.2, 0.1], [0.3, -0.7, 0.0], [-1.7, 1.1, -1.3], [0.3, 0.2, 0.3], [-0.4, 0.5, -0.2], [0.3, -0.4, 1.3], [1.0, -1.0, 0.7], [0.2, 0.0, 0.3], [-0.1, 0.0, -0.3], [0.1, 0.2, -0.1], [0.0, 0.0, -0.6]],
  "mulliken_charge": [-0.841, -0.224, 0.419, -0.699, 0.269, -0.634, -0.441, -0.226, 0.256, 0.372, 0.282, 0.527, -0.235, 0.463, 0.357, -0.110, 0.360, -0.518, -0.415, 1.053, -0.895, 0.354, -0.727, -0.422, 0.013, 0.164, 0.268, 0.250, -0.097, 0.363, 0.398, 0.274, -0.126, 0.174, -0.453, -0.166, 0.126, -0.624, -0.311, -0.673, 0.498, -0.790, 0.297, 0.417, 0.101, 0.272, 0.253, 0.252, 0.302, 0.204, 0.323, -1.299, -0.108, 0.473, -0.214, -0.246, 0.066, 0.238, 0.239, 0.529, 0.294, 0.329, -0.220, -0.062, 0.298, -0.167, -0.458, 0.191, -0.559, 0.706, -0.312, -0.133, -0.349, -0.353, 0.301, 0.123, 0.319, 0.266, -0.260, 0.566, -0.276, -0.374, -0.294, -0.418, 0.294, 0.313, 0.238, 0.277, -0.509, 0.602, -0.383, -0.353, -0.019, -0.234, 0.344, 0.246, -0.068, 0.320, -0.604, 0.222, -0.464, 0.047, 1.008, 0.446, 0.071, 0.277, -0.600, -0.421, -0.488, 0.539, -0.383, -0.426, 0.447, -0.174, 0.174, 0.408, 0.359, -0.474, -0.486, 0.593, -0.139, 0.317, -0.389, -0.410, -0.174, 0.262, 0.354, 0.150, -0.341, 0.596, -0.163, -0.331, -0.331, -0.431, 0.168, 0.346, 0.263, 0.282, -0.620, 0.595, -0.435, 0.654, 1.906, -0.419, 0.091, -0.398, -0.562, -0.849],
  "multiplicity": 1,
  "total_energy_ev": -157499.0055,
  "e_homo_ev": -10.511
}